# 1
{"formula": "C5H14", "method": "the ωB97M-V functional and the def2-TZVPD basis", "homo_lumo_gap_ev": 11.9, "charge": 0, "e_lumo_ha": 0.0408, "homo_ev": -10.83, "total_energy_ev": -5410.7494, "smiles": "CCC.CC", "elements": ["C", "C", "C", "C", "C", "H", "H", "H", "H", "H", "H", "H", "H", "H", "H", "H", "H", "H", "H"], "positions_angstrom": [[1.234, -1.617, -0.045], [-2.591, 0.616, -0.627], [-2.208, 0.492, 0.830], [2.343, 0.615, -0.473], [1.361, -0.191, 0.372], [0.732, -1.574, -1.054], [-1.712, 0.449, -1.304], [-1.955, 1.414, 1.196], [1.690, -0.100, 1.378], [-1.328, -0.264, 0.919], [3.443, 0.429, -0.149], [-3.288, -0.162, -1.025], [-3.024, 1.591, -0.990], [2.284, 1.673, -0.215], [-3.006, 0.036, 1.395], [0.380, 0.496, 0.352], [2.118, -2.118, 0.041], [2.333, 0.626, -1.633], [0.497, -1.983, 0.745]], "forces_ev_per_a": [[-5.1, 1.7, 0.5], [-0.1, -0.2, -2.6], [0.6, -3.7, -1.2], [2.8, 0.9, -0.7], [-1.0, 3.2, -1.4], [0.8, -0.8, 0.9], [-0.4, 0.4, 0.7], [0.8, 2.1, 1.3], [0.4, 0.0, 1.0], [-1.5, 1.5, 0.0], [-1.6, -0.3, -0.8], [0.3, 0.4, 0.8], [0.4, -0.8, 0.8], [-0.3, 0.1, 0.0], [-0.4, 0.2, 0.4], [1.7, -2.2, -0.1], [2.3, -1.5, -0.2], [-0.4, -0.6, 1.9], [0.8, -0.5, -1.3]], "mulliken_charge": [-0.9866, -0.7398, -0.6425, -1.2038, 0.1114, 0.2469, 0.2077, 0.2991, 0.2989, 0.0007, 0.2826, 0.2795, 0.2814, 0.3653, 0.3520, -0.1140, 0.4422, 0.2797, 0.2392]}

---

# 2
{"formula": "C15H25BNO3S", "method": "the ωB97M-V functional and the def2-TZVPD basis", "homo_lumo_gap_ev": 8.2, "charge": 1, "e_lumo_ha": -0.1260, "homo_ev": -11.66, "total_energy_ev": -35099.3165, "elements": ["S", "O", "O", "O", "N", "C", "C", "C", "C", "C", "C", "C", "C", "C", "C", "C", "C", "C", "C", "C", "B", "H", "H", "H", "H", "H", "H", "H", "H", "H", "H", "H", "H", "H", "H", "H", "H", "H", "H", "H", "H", "H", "H", "H", "H", "H"], "positions_angstrom": [[-1.119, 1.829, -2.193], [-2.317, 0.064, -0.249], [-3.210, 2.297, -0.506], [0.153, 1.405, 0.024], [-3.378, -4.195, -4.117], [1.492, -1.074, -0.151], [2.016, -0.669, 1.224], [-3.673, -6.195, -2.479], [1.982, 5.033, 2.718], [-3.514, -5.072, -3.393], [1.974, 0.827, 1.547], [3.464, -1.183, 1.320], [2.834, 2.655, 2.919], [1.988, 3.585, 2.327], [1.122, 3.112, 1.351], [1.123, 1.780, 0.986], [-2.187, -1.947, -1.688], [2.824, 1.330, 2.533], [-3.100, -0.974, -0.949], [0.450, 1.866, -1.250], [-2.371, 1.285, -0.777], [2.337, 5.647, 1.890], [3.501, 0.667, 3.049], [-2.458, -2.010, -2.738], [2.602, 5.221, 3.589], [-3.667, -1.471, -0.170], [0.427, 3.798, 0.880], [0.973, 5.371, 2.952], [1.553, -2.159, -0.234], [0.744, 2.915, -1.266], [-3.364, 2.390, 0.445], [-2.250, -2.931, -1.236], [-2.743, -6.372, -1.943], [1.462, -1.192, 2.006], [3.848, -1.201, 2.335], [-1.014, 0.783, -3.026], [-1.153, -1.612, -1.617], [4.119, -0.622, 0.655], [-3.935, -7.090, -3.039], [3.505, 2.984, 3.701], [3.478, -2.217, 0.974], [-3.786, -0.483, -1.638], [0.440, -0.831, -0.268], [-4.465, -5.981, -1.763], [1.198, 1.279, -1.785], [2.094, -0.646, -0.953]], "forces_ev_per_a": [[-0.3, 0.8, -0.9], [-0.1, 0.0, -0.5], [1.0, 0.4, 0.1], [0.0, 0.1, 0.0], [0.0, 0.3, -0.1], [-0.5, -0.3, 0.3], [0.7, 0.3, 0.0], [0.0, 0.0, 0.0], [-0.1, 0.0, -0.1], [0.0, -0.2, 0.1], [-0.2, -0.1, -0.1], [-0.3, -0.4, -0.2], [-0.1, 0.3, 0.0], [-0.1, -0.1, 0.0], [0.1, 0.2, 0.1], [0.0, -0.2, 0.0], [-0.1, 0.3, 0.1], [0.0, 0.0, 0.2], [0.3, -0.1, 0.1], [0.2, 0.0, 0.0], [-0.3, -0.6, 0.7], [0.1, 0.1, 0.0], [0.0, -0.1, -0.1], [0.0, -0.2, 0.0], [0.1, 0.0, 0.0], [-0.1, 0.1, 0.0], [-0.1, 0.0, 0.0], [0.0, 0.0, 0.0], [0.2, 0.0, -0.1], [0.0, 0.0, 0.0], [-0.6, -0.2, 0.0], [0.1, -0.1, -0.1], [0.0, 0.0, 0.0], [-0.3, 0.0, -0.1], [0.1, 0.2, 0.0], [0.1, -0.4, 0.3], [0.1, 0.0, 0.0], [0.1, 0.1, 0.1], [0.0, 0.0, 0.0], [0.1, -0.1, 0.0], [0.0, -0.1, 0.0], [-0.2, 0.0, 0.1], [0.0, 0.1, -0.1], [0.0, 0.0, 0.0], [-0.1, -0.1, 0.0], [0.0, 0.1, -0.1]], "mulliken_charge": [-0.1840, -0.3553, -0.4040, -0.1803, -0.4228, -1.1337, 1.2543, -0.8185, -1.4971, 0.4072, 0.1358, -1.6630, -1.1990, 0.6996, -0.3284, 0.3755, -0.6347, -0.8872, -0.3855, -0.4333, 0.6829, 0.3190, 0.2145, 0.3314, 0.3712, 0.3381, 0.5602, 0.3645, 0.4923, 0.5835, 0.3494, 0.2676, 0.2709, 0.2077, 0.4071, 0.2333, -0.0198, 0.4249, 0.3237, 0.3683, 0.4508, 0.3196, -0.0682, 0.2688, 0.3400, 0.2527]}

---

# 3
{"formula": "C22H34N6O2S4Ti", "method": "the ωB97M-V functional and the def2-TZVPD basis", "homo_lumo_gap_ev": [8.2, 8.4], "charge": 3, "e_lumo_ha": [-0.3245, -0.3156], "homo_ev": [-16.98, -16.98], "total_energy_ev": -102839.4564, "spin_multiplicity": 2, "elements": ["Ti", "S", "S", "S", "S", "O", "O", "N", "N", "N", "N", "N", "N", "C", "C", "C", "C", "C", "C", "C", "C", "C", "C", "C", "C", "C", "C", "C", "C", "C", "C", "C", "C", "C", "C", "H", "H", "H", "H", "H", "H", "H", "H", "H", "H", "H", "H", "H", "H", "H", "H", "H", "H", "H", "H", "H", "H", "H", "H", "H", "H", "H", "H", "H", "H", "H", "H", "H", "H"], "positions_angstrom": [[0.038, 0.241, -0.254], [-1.671, -4.027, 0.352], [2.213, -0.398, -1.134], [0.638, 0.348, 4.394], [-1.451, 2.843, 0.877], [-0.332, 2.163, 0.010], [-0.419, 0.463, -2.220], [4.756, -0.858, -0.579], [0.398, 0.091, 1.891], [3.372, -0.917, 1.248], [0.463, 2.410, -2.973], [-0.634, -1.729, 0.173], [-0.023, 0.697, -4.436], [-2.570, 1.525, 1.207], [-4.324, -0.515, 1.763], [-3.978, 0.388, 2.759], [-0.712, -2.028, 1.529], [5.513, 0.763, -2.299], [-3.781, -0.405, 0.485], [5.263, -0.038, 2.625], [-1.107, -2.726, -0.562], [-0.149, -1.053, 3.816], [-0.501, -0.629, -4.810], [4.427, -1.240, 2.220], [-3.083, 1.418, 2.492], [-0.183, -1.032, 2.461], [0.884, 0.909, 2.814], [-2.897, 0.623, 0.194], [1.610, 2.182, 2.527], [3.554, -0.737, -0.054], [-1.118, -2.749, -2.049], [5.140, -0.673, -1.993], [-1.264, -3.232, 1.807], [-2.344, 3.829, -0.302], [-0.001, 1.174, -3.203], [-4.068, -1.106, -0.288], [0.163, -1.405, -4.434], [2.530, 2.235, 3.106], [-1.429, -3.694, 2.766], [-1.529, -1.819, -2.436], [-0.093, -2.850, -2.413], [2.420, -0.853, 1.563], [-3.240, 4.181, 0.211], [4.316, -1.027, -2.609], [5.975, -1.351, -2.161], [-0.517, -0.677, -5.894], [-2.600, 3.219, -1.166], [5.036, -2.051, 1.812], [-1.515, -0.785, -4.448], [-5.034, -1.302, 1.977], [5.837, 0.845, -3.335], [-0.525, -1.806, 4.488], [3.920, -1.670, 3.082], [-1.701, -3.586, -2.426], [0.446, 2.773, -2.036], [5.743, 0.445, 1.773], [0.782, 3.009, -3.716], [-1.717, 4.678, -0.567], [1.004, 3.047, 2.802], [-4.411, 0.298, 3.746], [-2.808, 2.127, 3.262], [6.046, -0.351, 3.314], [6.336, 1.102, -1.669], [0.325, 1.292, -5.172], [4.664, 1.430, -2.150], [1.860, 2.245, 1.469], [-2.539, 0.761, -0.824], [4.653, 0.711, 3.128], [5.516, -1.040, 0.061]], "forces_ev_per_a": [[0.6, 0.0, -0.6], [-0.1, -0.1, 0.1], [-0.2, 0.3, 0.1], [0.0, 0.0, 0.2], [0.3, 0.1, 0.1], [-0.2, 0.1, 0.1], [-0.1, -0.1, 0.0], [0.0, 0.1, 0.0], [0.0, 0.0, 0.3], [-0.1, 0.1, -0.1], [0.0, 0.0, -0.1], [-0.2, -0.1, 0.3], [0.1, 0.1, 0.0], [0.0, -0.1, -0.1], [0.0, 0.0, 0.0], [0.0, 0.0, 0.0], [-0.1, 0.1, 0.1], [0.0, 0.1, 0.0], [0.1, 0.0, 0.0], [0.0, 0.0, 0.0], [0.1, 0.2, -0.2], [0.0, 0.0, -0.1], [0.0, 0.0, 0.0], [-0.1, -0.1, 0.0], [0.0, -0.1, -0.1], [-0.1, -0.1, 0.0], [0.1, 0.0, -0.3], [-0.1, 0.0, 0.0], [0.0, 0.0, 0.0], [0.0, -0.1, -0.1], [0.0, 0.0, 0.0], [0.0, -0.2, 0.1], [0.1, 0.0, 0.0], [0.0, 0.0, 0.0], [0.1, -0.1, 0.2], [0.0, 0.0, 0.0], [0.0, 0.0, 0.0], [0.0, 0.0, 0.0], [0.0, 0.0, 0.0], [0.0, 0.0, 0.0], [0.0, 0.0, 0.0], [0.0, 0.0, 0.1], [0.0, 0.0, 0.0], [0.0, 0.0, 0.0], [0.0, 0.0, 0.0], [0.0, 0.0, 0.0], [0.0, 0.0, 0.0], [0.0, 0.0, 0.0], [0.0, 0.0, 0.0], [0.0, 0.0, 0.0], [0.0, 0.0, 0.0], [0.0, 0.0, 0.0], [0.0, 0.0, 0.0], [0.0, 0.0, 0.0], [0.0, 0.0, 0.0], [0.0, 0.0, 0.0], [0.0, 0.0, 0.0], [0.0, 0.0, 0.0], [0.0, 0.0, 0.0], [0.0, 0.0, 0.0], [0.0, 0.0, 0.0], [0.0, 0.0, 0.0], [0.0, 0.0, 0.0], [0.0, 0.0, 0.0], [0.0, 0.0, 0.0], [0.0, 0.0, 0.0], [0.0, 0.0, 0.0], [0.0, 0.0, 0.0], [0.0, 0.0, 0.0]], "mulliken_spin": [1.0238, -0.0009, -0.0373, 0.0054, -0.0018, 0.0006, -0.0025, -0.0008, -0.0709, 0.0012, 0.0019, -0.0365, 0.0040, 0.0097, 0.0005, -0.0005, 0.0252, -0.0004, 0.0155, -0.0002, 0.0047, 0.0005, 0.0001, 0.0007, 0.0046, -0.0043, 0.0234, 0.0219, 0.0153, 0.0091, -0.0035, -0.0001, 0.0022, 0.0004, 0.0041, -0.0005, 0.0004, 0.0023, -0.0001, 0.0069, -0.0001, 0.0074, -0.0003, -0.0005, -0.0001, 0.0000, 0.0003, -0.0001, 0.0000, -0.0001, 0.0000, -0.0003, 0.0000, 0.0000, 0.0028, 0.0001, 0.0002, -0.0001, 0.0016, 0.0001, -0.0001, 0.0000, 0.0000, -0.0004, 0.0001, -0.0067, -0.0281, 0.0002, 0.0004]}

---

# 4
{"formula": "C4H13N3O", "method": "the ωB97M-V functional and the def2-TZVPD basis", "homo_lumo_gap_ev": [7.6, 8.2], "charge": 2, "e_lumo_ha": [-0.2787, -0.4353], "homo_ev": [-15.20, -20.06], "total_energy_ev": -10852.9294, "spin_multiplicity": 3, "elements": ["O", "N", "N", "N", "C", "C", "C", "C", "H", "H", "H", "H", "H", "H", "H", "H", "H", "H", "H", "H", "H"], "positions_angstrom": [[0.202, 1.263, -1.683], [-2.463, 0.648, -0.695], [0.897, 0.465, 0.377], [-2.132, -1.576, -0.147], [-1.708, -0.390, -0.433], [2.323, 0.503, 0.190], [0.329, 0.152, -0.889], [0.784, -0.474, 1.612], [2.826, 0.810, 1.092], [0.665, -0.765, -1.421], [0.716, 1.483, 0.589], [-3.385, 0.625, -0.385], [-0.085, -0.063, 2.139], [2.619, -0.503, 0.063], [-3.102, -1.741, 0.201], [-2.175, 1.566, -0.721], [-1.489, -2.443, -0.108], [2.775, 1.211, -0.622], [0.219, 1.159, -2.635], [1.720, -0.462, 2.109], [0.464, -1.468, 1.365]], "forces_ev_per_a": [[-0.2, -0.2, 2.2], [1.2, -2.0, 0.5], [0.8, 1.5, 0.9], [0.9, -1.9, 0.7], [-4.9, -0.8, 0.2], [4.1, 1.8, -1.5], [3.1, 0.6, -3.6], [-3.1, 1.2, -0.6], [-0.1, 0.4, 0.5], [-0.2, 0.4, 0.8], [-0.8, -1.2, 0.2], [-2.5, -0.5, 0.3], [0.7, -0.1, 0.6], [0.7, -1.0, -0.7], [0.7, 0.0, -0.4], [1.5, 2.3, -0.4], [-1.3, 1.9, -0.1], [-1.5, -1.4, 1.1], [0.0, -0.6, -0.6], [0.4, 0.1, 0.7], [0.3, -0.5, -0.7]], "mulliken_spin": [0.2154, -0.0117, 0.0056, 0.0048, 0.8479, 0.0359, 0.7886, 0.0338, 0.0070, -0.0029, -0.0033, 0.0390, -0.0006, 0.0003, 0.0471, -0.0004, 0.0081, -0.0019, -0.0057, -0.0008, -0.0063]}